[1]
{"formula": "C18H36O18", "method": "ωB97M-V with the def2-TZVPD basis set", "e_above_lowest_ev": 1.014, "spin_multiplicity": 1, "smiles": "COC(=O)OC.COC(=O)OC.COC(=O)OC.COC(=O)OC.COC(=O)OC.COC(=O)OC", "gap_ev": 11.239, "total_energy_ev": -56103.892, "charge": 0, "elements": ["O", "H", "H", "H", "H", "H", "H", "O", "C", "C", "H", "H", "C", "H", "H", "H", "C", "H", "H", "O", "C", "O", "H", "C", "O", "C", "H", "H", "H", "H", "O", "O", "H", "C", "H", "C", "C", "O", "H", "H", "C", "O", "H", "H", "O", "H", "H", "H", "H", "O", "H", "O", "H", "O", "H", "H", "O", "C", "C", "H", "C", "C", "H", "O", "O", "H", "C", "O", "C", "H", "C", "O"], "coordinates": [[8.5348, -13.0783, 2.3504], [8.3972, -15.7409, 6.0704], [6.5015, -20.1423, 5.3360], [4.8684, -20.2453, 5.9302], [4.3983, -14.3455, 8.1929], [11.3630, -19.4090, 0.9463], [9.7655, -17.9778, 5.6942], [13.3026, -12.2234, -3.0143], [2.9038, -11.6686, 12.2053], [13.8888, -14.4338, 5.6178], [10.4238, -17.4866, 7.2255], [14.0957, -13.8610, 4.7196], [4.0371, -12.6353, 10.4272], [7.0804, -14.7338, 6.8507], [11.7306, -13.5612, 0.6817], [14.8326, -14.7107, 6.1012], [14.9241, -16.2526, 2.6662], [15.5048, -16.4086, 1.7578], [10.9809, -14.3177, 2.5863], [14.0762, -18.4026, 1.2736], [10.7008, -17.8301, 6.2258], [4.5349, -13.4604, 11.1385], [5.9329, -12.5007, 5.0879], [13.4102, -13.1595, -2.0742], [4.1657, -12.5242, 9.1233], [4.9829, -13.4598, 8.4634], [14.1700, -11.5324, -4.7484], [11.3195, -18.7172, 6.3265], [10.8754, -15.8178, 3.5199], [15.3067, -11.6810, -3.3811], [3.2180, -11.6648, 10.8366], [12.0214, -17.4772, 1.2921], [5.8153, -12.6763, 3.4074], [10.3085, -15.0928, 2.9445], [2.0623, -11.0167, 12.4255], [12.4296, -16.2403, 6.1536], [14.4206, -12.1061, -3.8637], [7.7362, -18.2521, 5.8651], [2.6312, -12.6633, 12.5683], [3.7116, -11.3703, 12.8788], [8.4221, -13.7205, 3.3599], [11.3976, -16.7821, 5.5449], [12.0902, -14.9258, -0.4561], [7.0231, -11.5489, 4.0638], [14.3082, -13.9511, -1.9365], [12.1042, -18.4811, -0.4783], [13.3824, -13.8419, 6.3843], [5.2711, -13.1026, 7.4729], [15.3036, -16.8812, 3.4717], [13.5546, -16.5258, 2.4064], [14.9770, -15.2163, 2.9854], [7.4769, -13.5788, 4.2784], [13.3702, -13.9173, 0.2650], [6.4094, -16.5336, 6.4326], [5.2033, -19.6510, 4.2329], [10.4776, -18.1502, 0.1294], [9.2126, -14.6911, 3.7477], [5.5191, -19.6753, 5.2718], [11.4799, -18.4662, 0.4137], [5.8927, -13.7626, 8.9765], [6.6582, -17.7537, 5.9985], [6.5606, -12.5267, 4.1961], [9.9208, -15.6008, 2.0601], [5.4836, -18.3260, 5.7417], [12.7284, -16.2846, 7.3153], [14.8271, -13.0728, -4.1785], [12.3521, -13.9221, -0.1294], [13.1541, -15.5697, 5.2320], [7.5299, -15.7151, 6.7237], [7.9411, -15.9230, 7.7193], [13.2968, -17.5588, 1.5959], [12.3635, -13.0552, -1.2656]], "atomic_forces_ev_per_a": [[-0.1, 0.2, -0.1], [-0.6, -0.1, -0.7], [0.1, 0.4, 0.0], [-0.3, 0.0, -0.3], [0.0, -0.1, 0.6], [0.4, -0.2, -0.3], [0.4, -0.2, -0.2], [-0.1, 0.1, 0.0], [-0.3, -0.6, 1.7], [0.8, 0.1, 1.2], [0.2, -0.1, 0.0], [-0.1, 0.1, 0.0], [-0.3, 0.0, 0.7], [0.3, 0.2, -0.6], [-0.6, 0.3, -0.6], [0.0, -0.2, -0.3], [0.3, -0.2, 0.0], [0.1, 0.0, 0.1], [-0.3, 0.5, 0.4], [0.4, -0.5, -0.5], [-0.5, 0.5, 0.8], [0.3, -0.3, 0.1], [0.6, -0.2, 0.3], [0.1, -0.3, 0.6], [0.2, 0.6, -0.8], [0.1, -1.3, -1.2], [-0.3, 0.1, 0.2], [0.0, -0.1, -0.2], [-0.1, 0.2, 0.1], [-0.5, 0.5, 0.3], [-0.1, 0.5, -0.3], [-1.3, 0.3, -0.2], [0.4, -0.1, -0.3], [0.1, -0.9, -1.0], [0.0, 0.2, -0.6], [1.1, 0.9, 0.1], [1.6, -0.6, -0.6], [0.6, -0.3, -0.1], [0.0, -0.1, -0.4], [0.3, 0.2, -0.5], [0.0, 0.6, -0.9], [0.0, -0.4, -0.5], [-0.1, -0.1, 0.2], [0.2, -0.1, -0.1], [0.1, 0.1, -0.3], [0.0, -0.6, 0.1], [-0.3, 0.0, -0.3], [-0.1, 0.8, 0.3], [0.0, -0.1, -0.1], [-0.2, 0.3, -0.2], [0.0, 0.0, -0.1], [0.0, -0.6, 1.0], [0.0, -0.4, 0.1], [0.1, 0.1, -0.2], [-0.2, -0.3, 0.0], [0.1, 0.3, 0.1], [0.4, -0.4, 1.1], [0.1, -0.2, 0.1], [0.0, 0.2, 0.0], [-0.2, 0.2, 0.5], [-0.7, 0.0, 0.0], [-1.3, 0.8, -0.6], [0.0, 0.0, -0.1], [0.2, -0.1, 0.1], [-0.3, -0.2, 0.2], [-0.6, -0.1, -0.1], [1.4, -0.3, 0.0], [-1.0, -0.3, -0.7], [0.3, 0.8, 1.7], [-0.2, -0.5, 0.0], [0.3, 0.4, 1.0], [-0.9, 0.6, 0.1]], "lowdin_charge": [0.1399, 0.0850, 0.0899, 0.0950, 0.1067, 0.1013, 0.0635, 0.0195, -0.0681, -0.0570, 0.0981, 0.0864, -0.6256, 0.0762, 0.0797, 0.0987, -0.0373, 0.1012, 0.0847, 0.1481, -0.0152, 0.1373, 0.0790, -0.6190, 0.0281, -0.0548, 0.0932, 0.1047, 0.0742, 0.0993, 0.0158, -0.0158, 0.1021, -0.0233, 0.0929, -0.6073, -0.0629, 0.1152, 0.0962, 0.0982, -0.6264, -0.0103, 0.0996, 0.1029, 0.1199, 0.1019, 0.1008, 0.0754, 0.1023, -0.0203, 0.0796, -0.0037, 0.0946, 0.0292, 0.0963, 0.0912, 0.0140, -0.0298, -0.0195, 0.0973, -0.6103, -0.0520, 0.1012, 0.0135, 0.1439, 0.0938, -0.0207, -0.0348, -0.0320, 0.1039, -0.6371, 0.0122]}

[2]
{"formula": "C4H14N4", "method": "ωB97M-V with the def2-TZVPD basis set", "e_above_lowest_ev": 3.259, "spin_multiplicity": 1, "gap_ev": 10.084, "total_energy_ev": -10316.549, "charge": 2, "elements": ["H", "H", "N", "N", "H", "C", "H", "H", "C", "N", "H", "H", "H", "H", "C", "H", "C", "H", "H", "N", "H", "H"], "coordinates": [[2.5758, 0.0226, 3.2839], [0.4775, -1.9186, -2.6644], [0.4010, -0.8487, -2.6967], [-2.1830, -1.3085, -2.9143], [-1.2015, -0.6809, -1.1477], [-0.2128, 0.8700, 2.3459], [-1.1711, 0.5535, -2.4015], [2.8243, 1.5025, 2.7683], [0.4268, 0.4051, 1.1289], [1.6700, 0.3850, 1.3430], [-0.8756, 0.0326, 2.8203], [2.4242, 0.2346, 0.7233], [-2.0180, -2.3167, -3.0245], [-3.0645, -1.2562, -2.4679], [-0.8984, -0.5379, -2.2134], [0.7848, 2.1441, 3.4490], [2.1310, 0.7665, 2.7349], [-2.1167, -0.9063, -3.8214], [-0.9179, 1.5858, 2.1449], [0.7984, 1.1710, 3.3184], [0.5827, 0.6970, 4.2551], [0.6499, -0.6263, -3.6817]], "atomic_forces_ev_per_a": [[0.5, -2.5, 1.1], [0.6, 2.0, 0.3], [-1.2, -3.3, -0.2], [2.9, -0.9, -0.3], [1.5, -0.3, -0.7], [-2.3, -4.8, 0.5], [0.5, -1.4, 0.0], [1.7, 2.9, -0.3], [-1.5, -0.5, -1.9], [1.9, 0.8, 2.7], [1.1, 1.1, -1.2], [0.5, -0.6, -1.2], [0.3, 0.2, 0.1], [-1.3, 0.8, 0.5], [-1.6, 2.2, 0.5], [0.3, 1.8, 0.8], [-3.1, -0.7, -1.4], [-1.0, 0.3, -1.2], [-1.3, 2.4, -0.2], [1.5, -1.0, 2.8], [0.7, 0.9, -1.5], [-0.7, 0.4, 1.0]], "lowdin_charge": [0.1212, 0.1283, 0.0346, 0.2009, 0.1024, -0.1693, 0.1471, 0.1135, -0.0349, 0.0637, 0.1853, 0.1427, 0.1612, 0.1377, -0.2122, 0.1675, 0.0107, 0.1331, 0.1050, 0.1080, 0.2370, 0.1163]}